16
Properties=species:S:1:pos:R:3 method="wB97M-V/def2-TZVPD" lumo_energy_ev=-4.489 total_charge=+1 orbital_gap_ev=8.329 homo_ev=-12.8 e_above_lowest_kj_mol=237.0 molar_mass_g_mol=126.20 e_tot_ev=-18666.4890
C -1.91704 -1.33211 -1.27041
C -1.18676 -1.18725 -0.07708
C -1.50188 -0.48408 -2.24941
C -0.22499 -0.21445 -0.15636
C 0.94035 1.41401 1.57790
C 0.71672 0.15246 0.86716
N 1.92881 0.93229 0.59682
S -0.21774 0.52312 -1.74457
H -2.71091 -2.04404 -1.39770
H -1.34645 -1.78080 0.80378
H -1.87643 -0.39237 -3.24969
H 0.37401 2.29087 1.28421
H 1.25467 1.41153 2.61261
H 0.94656 -1.30325 1.78365
H 1.98623 1.41126 -0.30531
H 2.83485 0.60282 0.92439

***

16
Properties=species:S:1:pos:R:3 method="wB97M-V/def2-TZVPD" lumo_energy_ev="0.628 / 0.170" total_charge=0 orbital_gap_ev="7.525 / 6.358" homo_ev="-6.9 / -6.2" e_above_lowest_kj_mol=496.7 molar_mass_g_mol=86.13 e_tot_ev=-7389.6169
C 0.29106 -1.61823 -0.21683
C -0.16283 -0.19402 -0.19500
C -0.07351 0.53421 -1.49324
C -1.01338 0.32173 0.90386
C 0.04431 1.32620 1.19763
O 1.26207 0.44110 1.16637
H 1.20511 -1.76027 -0.80444
H 0.43795 -2.01201 0.78893
H -0.51698 -2.18560 -0.70683
H -0.56405 1.50606 -1.43425
H -0.50958 -0.09882 -2.28255
H 0.97343 0.69458 -1.77996
H -1.92573 0.77973 0.50074
H -1.28352 -0.46211 1.63383
H -0.04480 1.85752 2.15440
H 1.88045 0.86993 0.56735

***

106
Properties=species:S:1:pos:R:3 method="wB97M-V/def2-TZVPD" lumo_energy_ev="-5.423 / -7.309" total_charge=+2 orbital_gap_ev="6.378 / 5.378" spin_multiplicity=5 homo_ev="-11.8 / -12.7" e_above_lowest_kj_mol=127.9 molar_mass_g_mol=1058.87 e_tot_ev=-89570.4347
Ir 0.02415 0.48980 -0.24501
C -1.19552 -2.36715 2.75613
C -1.24477 -1.42702 1.59621
N -0.15636 -1.07589 0.96461
N 0.98225 -1.71831 1.27585
C 2.06806 -0.99081 1.32416
N 3.24940 -1.54048 1.61291
S 2.00665 0.73295 1.17306
C -2.44885 -0.76143 1.15931
C -3.73006 -1.07607 1.63498
C -4.80779 -0.33201 1.19529
C -4.58822 0.71530 0.30494
C -3.29779 0.94533 -0.13867
N -2.26084 0.22419 0.26066
H -0.16772 -2.42480 3.10968
H -1.51887 -3.36969 2.49093
H -1.82555 -2.01154 3.56575
H 3.32797 -2.51868 1.83626
H 4.05636 -0.94485 1.70734
H -3.86476 -1.88432 2.33751
H -5.80456 -0.54902 1.54864
H -5.40135 1.33402 -0.03701
H -3.07156 1.76149 -0.80742
N -1.02240 0.18772 -2.36346
C -1.51673 1.23621 -3.25558
C -0.44704 2.28454 -3.53994
C -0.00920 3.04479 -2.29576
N 0.71072 2.18860 -1.35220
H -0.22022 -0.25833 -2.80656
H -1.73385 -0.53114 -2.27207
H -2.38151 1.71738 -2.79508
H -1.83978 0.79369 -4.20671
H -0.84502 3.00134 -4.25876
H 0.42548 1.80595 -3.99016
H -0.87117 3.47845 -1.78331
H 0.64346 3.86747 -2.60661
H 1.12992 2.80220 -0.65321
H 1.51326 1.73231 -1.81714
C 1.10281 4.02973 3.09019
N 0.01357 3.19980 3.52584
C -0.28095 2.86280 4.81636
C -1.40433 2.10110 4.80567
N -1.78483 1.97916 3.49685
C -0.90907 2.64913 2.71032
S -0.97569 2.81783 1.04179
H 1.53219 4.53271 3.95246
H 0.73567 4.76839 2.37647
H 1.87077 3.42619 2.60318
H 0.31692 3.19387 5.63961
H -1.93970 1.64422 5.61149
H -2.62040 1.53096 3.15988
C -1.62041 -9.55908 -1.43254
C -1.06562 -8.17061 -1.48534
C -0.62044 -7.60652 -2.67392
C -0.08852 -6.31964 -2.72581
C 0.42380 -5.78679 -4.02585
C -0.05662 -5.58163 -1.55217
Te 0.75665 -3.39669 -1.58351
N 1.26001 -1.32362 -1.52550
C 2.45529 -0.85755 -1.81456
O 2.69066 0.36011 -1.81964
C 3.53045 -1.81175 -2.22745
C 4.28253 -1.50272 -3.35175
C 5.24664 -2.39158 -3.79423
C 5.48697 -3.56451 -3.09463
C 4.77085 -3.85104 -1.94441
C 3.78422 -2.97818 -1.51223
C -0.67832 -2.86682 -3.05329
C -0.26743 -2.43585 -4.31744
C 1.16971 -2.38584 -4.73836
C -1.23206 -2.03607 -5.23624
C -2.58511 -2.04836 -4.93014
C -3.61016 -1.64226 -5.93576
C -2.96915 -2.47099 -3.66143
C -2.03683 -2.88480 -2.72170
C -2.50190 -3.32952 -1.37012
C -0.45680 -6.11806 -0.33947
C -0.41739 -5.35226 0.94533
C -0.96922 -7.41235 -0.32677
H -1.42460 -10.10042 -2.35295
H -2.69866 -9.52240 -1.27934
H -1.19205 -10.11442 -0.60089
H -0.66330 -8.18045 -3.58920
H 0.68572 -6.60079 -4.69739
H 1.31029 -5.17308 -3.85785
H -0.33882 -5.18056 -4.51660
H 4.09602 -0.57495 -3.87138
H 5.80697 -2.17139 -4.68799
H 6.25005 -4.24897 -3.43153
H 4.98361 -4.74286 -1.37279
H 3.27955 -3.16021 -0.56823
H 1.80996 -2.95915 -4.06404
H 1.53177 -1.35670 -4.75573
H 1.27680 -2.78525 -5.74533
H -0.91269 -1.72272 -6.22025
H -3.16475 -1.08039 -6.75090
H -4.39470 -1.04538 -5.47733
H -4.07818 -2.53141 -6.35587
H -4.01879 -2.48348 -3.40354
H -3.41581 -2.81295 -1.08119
H -1.72187 -3.13143 -0.62852
H -2.70835 -4.40032 -1.37821
H 0.18272 -4.44396 0.84148
H -0.00227 -5.96497 1.74209
H -1.43481 -5.08170 1.23042
H -1.29772 -7.82725 0.61579

***

20
Properties=species:S:1:pos:R:3 method="wB97M-V/def2-TZVPD" lumo_energy_ev=0.919 total_charge=0 orbital_gap_ev=11.365 homo_ev=-10.4 e_above_lowest_kj_mol=100.1 molar_mass_g_mol=90.17 e_tot_ev=-7458.7478
C 1.77763 0.83994 0.61664
C -0.95214 1.29699 -2.12736
C 0.23478 1.66700 -1.24146
C 0.61462 0.49731 -0.28699
H 2.69517 0.99941 0.06384
H 1.97607 0.09071 1.38435
H 1.53390 1.81872 1.11461
H -1.30647 2.18865 -2.60911
H -1.74080 0.97992 -1.43881
H -0.75065 0.45337 -2.79167
H 0.02221 2.52314 -0.65810
H 1.10323 1.89032 -1.88185
H -0.25705 0.26928 0.24612
H 0.85147 -0.40185 -0.96927
C -1.16455 -1.84891 1.97065
O -0.42537 -2.23447 0.77912
H -0.75282 -0.99090 2.45625
H -2.20746 -1.61564 1.57269
H -1.32881 -2.67897 2.60882
H 0.50292 -2.36449 1.08031

***

18
Properties=species:S:1:pos:R:3 method="wB97M-V/def2-TZVPD" lumo_energy_ev=0.632 total_charge=0 orbital_gap_ev=10.759 homo_ev=-10.1 e_above_lowest_kj_mol=99.6 molar_mass_g_mol=105.14 e_tot_ev=-9911.2097
C -0.77375 1.45189 -0.81475
C -2.08231 1.87625 -0.22133
O -3.07206 2.18334 -0.84206
N -2.12029 1.76621 1.14722
H -0.72082 0.48476 -1.31830
H 0.09861 1.57879 -0.18815
H -3.02368 1.85124 1.58909
H -1.32938 1.69446 1.75864
H -0.52403 2.06728 -1.68176
C 2.10648 -1.28656 0.16088
C 1.14936 -2.33069 -0.41748
O 1.61437 -0.64775 1.31737
H 3.02122 -1.78893 0.43732
H 2.33500 -0.55543 -0.62167
H 0.30093 -2.52102 0.25316
H 0.70824 -0.34466 1.21991
H 1.49574 -3.36937 -0.35290
H 0.81637 -2.10982 -1.42519

***

7
Properties=species:S:1:pos:R:3 method="wB97M-V/def2-TZVPD" lumo_energy_ev=-0.428 total_charge=0 orbital_gap_ev=9.342 homo_ev=-9.8 e_above_lowest_kj_mol=259.5 molar_mass_g_mol=95.48 e_tot_ev=-19173.7306
C -1.54959 0.37103 0.03796
N 1.92419 -0.20069 -0.37955
O -1.60148 1.02691 1.02227
O 1.48508 -0.20204 0.71893
Cl -2.10728 -1.22361 -0.12621
H 2.97814 -0.45076 -0.39648
H -1.12907 0.67916 -0.87692

***

20
Properties=species:S:1:pos:R:3 method="wB97M-V/def2-TZVPD" lumo_energy_ev=0.797 total_charge=0 orbital_gap_ev=9.697 homo_ev=-8.9 e_above_lowest_kj_mol=370.2 molar_mass_g_mol=133.15 e_tot_ev=-12888.9927
C 1.41400 1.73018 -1.87298
C -0.86879 2.06856 -1.51405
O 0.33292 1.97959 -0.97315
O -1.13867 2.03266 -2.67799
H -1.60836 2.22014 -0.70877
H 1.30513 2.34301 -2.76903
H 1.40960 0.67508 -2.15095
H 2.32573 1.98262 -1.33759
C -0.39593 0.05711 1.86664
C -0.55262 -2.36010 1.61609
N -0.09372 -1.10449 1.06026
N -0.12309 -0.80339 -0.29598
N 0.51491 -1.47383 -1.08440
H 0.89351 -2.36247 -0.65303
H -1.47541 0.21654 1.97089
H 0.04383 0.92681 1.38355
H -0.09604 -2.52985 2.59181
H -1.64356 -2.34377 1.73072
H -0.27783 -3.18418 0.95749
H 0.03436 -0.07023 2.86047